[1]
Below is a 3-piece molecular cluster, C30H25BN3O7 overall at a distorted geometry, with properties calculated with ωB97M-V/def2-TZVPD.

Computed properties:
Kohn-Sham gap   0.277 Ha
Charge   +1
2S+1   1
E_tot   -1873.86603 hartree

XYZ file:
```
66
C30H25BN3O7 (ωB97M-V/def2-TZVPD)
O -0.4018 1.0974 -5.2216
O 0.0645 -2.4486 1.9249
O -3.7178 -6.1761 1.2906
O 4.9008 2.9303 1.7925
O 2.6668 1.9036 4.5187
O -1.3315 5.3838 -2.1679
O 5.5100 0.6876 2.1215
N 2.3018 2.6437 3.3768
N 0.8989 1.4749 1.9672
N 3.1312 1.3208 1.5677
C 2.1591 1.8087 2.2783
C -4.0484 -3.7698 -0.0899
C 2.0249 3.0530 -1.3326
C 1.3818 1.5939 -3.1342
C -3.8575 3.3359 -5.9556
C 0.2845 2.4054 -3.3932
C -1.5039 -6.8477 2.8580
C 0.6380 -6.1755 3.7229
C 0.9305 3.8612 -1.5836
C -0.7841 -3.3088 1.7545
C -3.2414 4.7625 -4.1190
C 5.6107 0.3671 3.5379
C -2.7161 2.5774 -5.7612
C -4.1247 4.4229 -5.1292
C -1.8341 2.9032 -4.7390
C 2.2477 1.9145 -2.1035
C -0.6404 -4.6476 2.3809
C -2.0909 4.0094 -3.9228
C -1.1427 4.3965 -2.8458
C -3.2074 -1.5595 -0.5272
C -2.8482 -5.3421 1.4118
C -0.6331 2.0556 -4.5166
C -2.1155 -1.8082 0.2856
C 0.5000 -4.9373 3.1207
C -2.9574 -4.0226 0.7306
C -4.1710 -2.5435 -0.7204
C -1.6400 -5.6132 2.2382
C -1.9795 -3.0420 0.9111
C -0.3683 -7.1277 3.5988
C 0.0522 3.5351 -2.6084
B 4.5767 1.6282 1.8555
H 6.6481 0.3109 3.8366
H 2.7084 3.3090 -0.5305
H -2.2841 -7.5893 2.7569
H 5.0872 -0.5635 3.7107
H -2.5108 1.7297 -6.4003
H -0.2624 -8.0920 4.0776
H 3.3205 2.4026 5.0293
H 5.1787 1.1789 4.1187
H -3.3086 -0.5992 -1.0159
H 2.9437 0.7149 0.7743
H -5.0236 5.0066 -5.2765
H 5.7536 3.0988 2.2198
H -3.4461 5.6104 -3.4802
H -1.3647 -1.0442 0.4310
H 1.5548 0.7128 -3.7371
H 1.2798 -4.1955 3.2215
H -5.0195 -2.3510 -1.3633
H 1.5296 -6.4016 4.2926
H 0.3720 1.5797 2.8361
H 2.8905 3.4504 3.1985
H 0.9177 0.4636 1.8000
H 0.7535 4.7432 -0.9831
H 3.1021 1.2774 -1.9018
H -4.7992 -4.5337 -0.2377
H -4.5455 3.0786 -6.7499
```

Okay, here come the natural (NBO) numbers, in e, for every atom: -0.51 -0.61 -0.50 -0.87 -0.55 -0.52 -0.73 -0.39 -0.70 -0.76 0.72 -0.15 -0.22 -0.15 -0.18 -0.13 -0.15 -0.19 -0.18 0.63 -0.18 -0.24 -0.15 -0.18 -0.16 -0.22 -0.09 -0.06 0.52 -0.19 0.55 0.55 -0.19 -0.18 -0.15 -0.18 -0.15 -0.08 -0.18 -0.05 1.25 0.22 0.20 0.25 0.21 0.24 0.23 0.49 0.16 0.22 0.45 0.23 0.52 0.24 0.21 0.25 0.23 0.23 0.22 0.42 0.40 0.42 0.24 0.21 0.25 0.23

[2]
Below is C30H25BiF6N3O8 as an isolated structure at a distorted geometry, with properties calculated with ωB97M-V/def2-TZVPD.

Computed properties:
Kohn-Sham gap   0.252 Ha
Charge   -1
2S+1   1
Energy relative to the best compared isomer or geometry (same formula, charge and spin)   0.00 kJ/mol
E_tot   -2738.25568 hartree

XYZ file:
```
73
C30H25BiF6N3O8 (ωB97M-V/def2-TZVPD)
Bi -0.3998 1.1605 -0.1116
F -1.5561 6.4660 1.4895
F -1.3763 3.7691 1.3086
F 0.7403 8.0109 1.4700
F 3.3832 4.1328 0.9521
F 4.1109 -0.7661 -4.2830
F 3.1884 6.8056 1.2447
O -0.4678 3.0967 -1.2722
O 1.7986 -3.8613 5.1688
O 1.0773 2.5321 0.9961
O 0.9431 -6.6479 0.1679
O -2.6760 -1.7316 -0.4259
O -2.6299 0.5056 1.1581
O -4.8618 1.1075 1.2121
O -1.2700 4.4018 -2.8675
N 0.4391 -0.5251 1.7691
N -2.5989 1.2355 -1.6271
N 0.1942 -1.8552 -0.5597
C -2.2727 2.2356 -2.6691
C 0.8120 6.6635 1.3619
C -0.3360 5.8822 1.3889
C 0.5337 0.1321 2.9355
C 2.1541 4.6708 1.0826
C -3.5485 -1.2058 -1.3943
C 0.2733 -3.7889 -1.9586
C -1.2843 3.3313 -2.2842
C 3.1910 -0.2715 -3.4193
C 3.3447 -0.5077 -2.0519
C -3.5765 1.8110 -0.6685
C 2.3843 0.0268 -1.1835
C 0.7194 -3.9778 0.3620
C -3.0356 -0.0338 -2.2636
C 2.0640 6.0366 1.2238
C 0.6157 -4.5920 -0.8767
C 0.7803 -6.0645 -1.1093
C 0.6773 -1.8683 1.7608
C 1.7380 -2.4585 5.4116
C 1.2761 -1.8190 4.1327
C -0.2281 4.5077 1.3188
C -3.7286 1.1000 0.6958
C 0.5441 -2.5748 0.5052
C 0.9743 3.8466 1.1176
C 0.0445 -2.4465 -1.7411
C 1.0850 -2.5172 2.9442
C 0.9559 -0.4636 4.1102
C 1.2810 0.6971 -1.6514
C 2.1152 0.4427 -3.9142
C 1.1634 0.9461 -3.0152
H -2.7066 -1.0724 0.3332
H 1.6645 -6.2238 -1.7756
H 0.2810 1.1898 2.9545
H 1.1431 -7.5982 0.1033
H 2.5551 -0.0846 -0.1024
H 0.3377 1.5274 -3.4213
H 2.0345 0.6358 -4.9997
H -1.8890 1.6951 -3.5512
H -0.2571 -1.8218 -2.5684
H 1.0693 0.1867 4.9897
H 2.1663 -4.3194 5.9511
H -3.2458 2.8583 -0.4771
H -4.5520 1.8731 -1.1792
H 0.1525 -4.2095 -2.9597
H -2.1742 -0.3744 -2.8746
H 1.2535 -3.5939 2.8835
H 1.0332 -2.1981 6.2183
H -3.8269 -1.9839 -2.1316
H -0.0979 -6.4515 -1.6601
H -3.1890 2.7594 -2.9890
H -4.5344 -0.9226 -0.9613
H 2.7113 -2.0087 5.6636
H 4.1955 -1.0944 -1.6602
H 0.9641 -4.5862 1.2476
H -3.8447 0.2413 -2.9743
```

Okay, here come the Löwdin numbers, in e, for every atom: 1.99 0.09 0.05 0.08 0.09 0.03 0.08 -0.23 -0.07 -0.27 -0.07 -0.10 -0.27 -0.01 0.04 0.03 -0.26 0.09 -0.13 -0.14 -0.13 -0.11 -0.13 -0.26 -0.01 -0.63 -0.30 -0.02 -0.11 -0.16 0.07 -0.16 -0.13 -0.19 -0.22 -0.17 -0.21 -0.18 -0.16 -0.63 -0.20 -0.29 -0.12 0.06 -0.01 -0.33 -0.03 -0.12 0.06 0.14 0.11 0.10 0.10 0.08 0.12 0.12 0.10 0.12 0.10 0.14 0.13 0.12 0.11 0.11 0.13 0.12 0.13 0.13 0.12 0.13 0.12 0.11 0.13

[3]
Below is C30H25BrIrN6O4 as an isolated structure, with properties calculated with ωB97M-V/def2-TZVPD.

Computed properties:
Kohn-Sham gap   0.225 Ha
Charge   +1
2S+1   1
Energy relative to the best compared isomer or geometry (same formula, charge and spin)   0.00 kJ/mol
E_tot   -4465.94046 hartree

XYZ file:
```
67
C30H25BrIrN6O4 (ωB97M-V/def2-TZVPD)
Ir -0.6787 0.5787 -0.0776
Br 4.0324 0.6977 0.5385
O 1.1060 -1.4620 -2.0342
O -0.8208 0.6984 -2.0898
O 1.2026 -0.2016 -0.1813
O -1.5911 -1.2012 -0.1079
N 3.3428 3.8676 -1.2736
N 1.7102 4.8028 0.0599
N 0.2952 2.4177 -0.0174
N -2.5072 1.4088 0.1215
N -2.0402 0.9906 2.3844
N -0.9399 0.5485 1.9739
C -2.8593 -2.9467 -0.9274
C 1.6357 -1.1243 -0.9904
C 2.9198 -1.7757 -0.5489
C -3.3608 -3.6877 -1.9615
C 0.3590 -0.2803 5.3556
C 5.1654 -3.2440 0.2440
C 0.5547 4.6485 0.6993
C 4.1500 -3.8640 -0.4677
C -2.9097 1.4721 1.3981
C -1.0284 -0.2868 -2.8676
C 1.0482 -0.6584 2.6879
C 3.9611 -1.1685 0.1512
C -4.1276 2.0050 1.7735
C -2.0634 -1.8042 -1.1667
C -4.9615 2.4868 0.7764
C -3.3094 1.8649 -0.8420
C 1.5180 -0.9788 5.0209
C -4.5459 2.4127 -0.5446
C 2.1618 3.7558 -0.6204
C 5.0778 -1.8933 0.5413
C -3.0929 -3.3441 -3.2990
C -0.1021 0.0365 3.0266
C -0.4572 0.2261 4.3679
C 1.4219 2.5566 -0.6936
C -2.3223 -2.2479 -3.5555
C -1.8114 -1.4310 -2.5142
C 3.0488 -3.1283 -0.8658
C -0.1572 3.4710 0.6930
C -0.5353 -0.0925 -4.2655
C 1.8575 -1.1673 3.6937
H 4.2171 -4.9143 -0.7158
H -0.0366 -0.9979 -4.6035
H 2.7554 -1.7096 3.4286
H 2.1523 -1.3728 5.8039
H 0.1809 5.5047 1.2466
H -4.3893 2.0277 2.8210
H -3.4823 -3.9450 -4.1080
H -3.0418 -3.2165 0.1041
H 3.8931 4.6897 -1.0905
H 3.8252 3.0385 -1.5742
H -1.3564 0.7654 4.6187
H 0.1574 0.7438 -4.2818
H 6.0376 -3.8021 0.5572
H -5.9220 2.9145 1.0281
H -1.0729 3.3594 1.2513
H -5.1707 2.7727 -1.3488
H 2.2481 -3.5881 -1.4287
H -2.1074 -1.9845 -4.5815
H 0.0952 -0.1344 6.3940
H 5.8813 -1.3939 1.0641
H -2.9380 1.7824 -1.8530
H 1.3043 -0.7931 1.6516
H -3.9716 -4.5550 -1.7449
H 1.7569 1.7236 -1.2898
H -1.3625 0.1263 -4.9437
```

Okay, here come the natural (NBO) numbers, in e, for every atom: 1.27 0.05 -0.65 -0.66 -0.76 -0.71 -0.77 -0.41 -0.38 -0.40 -0.16 -0.10 -0.31 0.78 -0.13 -0.13 -0.21 -0.18 0.04 -0.21 0.29 0.69 -0.21 -0.07 -0.19 0.50 -0.14 0.07 -0.15 -0.21 0.37 -0.25 -0.27 0.14 -0.20 0.00 -0.11 -0.34 -0.17 -0.08 -0.71 -0.20 0.23 0.26 0.23 0.23 0.22 0.26 0.23 0.23 0.42 0.41 0.24 0.24 0.23 0.24 0.21 0.25 0.24 0.22 0.23 0.23 0.24 0.27 0.22 0.24 0.25

Look up the charge of the second one.
-1

Which of these has the lowest E_tot?
C30H25BrIrN6O4